ORCA calculation (ωB97M-V with the def2-TZVPD basis set) on 3 unconnected molecules or ions with the total composition C31H61BF3IN3O12P2S.

Last columns: bonded neighbours and bond lengths (Å).
Geometry (Å):
1 C 4.348 0.753 0.165  H17 1.141, C21 1.636, C84 1.600, H111 1.150
2 H -0.655 -3.477 1.919  C20 1.153
3 H 3.228 -1.098 -0.358  C21 1.139
4 H 2.247 0.694 1.639  C72 1.157
5 H 0.079 -8.501 0.558  C38 1.152
6 C 1.072 5.498 -7.910  H62 1.091, O77 1.419, H80 1.092, H107 1.092
7 H 0.548 -0.954 -1.188  C41 1.165
8 O 1.769 -1.664 3.341  B45 1.467, H115 0.994
9 H -0.521 -6.715 -0.885  C79 1.151
10 H -2.088 -5.138 -0.159  C53 1.139
11 H 5.116 5.316 -6.201  C104 1.092
12 H -3.859 -0.074 1.755  C85 1.160
13 H 4.251 5.595 -7.740  C104 1.093
14 H 0.862 -3.488 -3.066  C28 1.148
15 H -3.583 -0.268 -0.493  C114 1.162
16 C 5.048 -2.202 1.308  C35 1.549, N56 1.440, H61 1.136
17 H 4.334 1.004 1.279  C1 1.141
18 O -6.125 3.021 3.485  P106 1.526
19 C 7.287 -2.917 1.749  C34 1.548, C35 1.565, H65 1.137
20 C -0.495 -3.713 0.802  H2 1.153, C44 1.610, C53 1.604, H91 1.159
21 C 2.980 0.013 -0.342  C1 1.636, H3 1.139, C72 1.632, H83 1.154
22 O -0.320 -1.188 4.565  B45 1.427, H73 0.982
23 C -0.908 -3.026 -1.712  C28 1.600, H40 1.161, C44 1.606, F108 1.437
24 H 1.078 -4.199 -1.388  C28 1.140
25 H 8.231 -1.056 0.538  C34 1.142
26 O 2.322 -7.881 1.431  C54 1.450, C64 1.445
27 H 6.573 0.642 -0.014  C84 1.157
28 C 0.299 -3.962 -2.185  H14 1.148, C23 1.600, H24 1.140, H78 1.157
29 H -6.887 6.308 1.207  C32 1.093
30 O -2.386 1.440 4.138  C95 1.237
31 O -6.956 5.475 3.680  C33 1.420, P106 1.638
32 C -6.623 5.371 0.710  H29 1.093, H49 1.093, O97 1.427, H110 1.091
33 C -8.302 5.033 3.768  O31 1.420, H58 1.092, H70 1.092, H89 1.091
34 C 7.307 -1.623 0.899  C19 1.548, H25 1.142, N56 1.450
35 C 5.808 -3.336 2.041  C16 1.549, C19 1.565, H100 1.135
36 H 2.968 -5.931 0.679  C64 1.145
37 H 1.538 9.066 -3.724  C55 1.092
38 C -0.131 -7.548 1.170  H5 1.152, C54 1.627, H59 1.141, C79 1.612
39 O -4.855 4.755 4.456  C88 1.421, P106 1.714
40 H -0.813 -2.074 -2.370  C23 1.161
41 C 0.547 -1.621 -0.234  H7 1.165, C44 1.642, N69 1.458, H71 1.159
42 H -3.266 2.303 -0.853  C112 1.139
43 H 0.921 -5.918 -0.042  C79 1.141
44 C -0.840 -2.499 -0.197  C20 1.610, C23 1.606, C41 1.642, N103 1.510
45 B 0.406 -1.121 3.338  O8 1.467, O22 1.427, C102 1.666
46 F -0.201 0.939 2.174  C102 1.482
47 H -1.942 -1.818 2.365  C99 1.159
48 H -1.608 -5.511 1.555  C53 1.162
49 H -5.607 5.439 0.313  C32 1.093
50 H 5.640 -0.323 -1.314  C84 1.153
51 F -3.494 -0.553 4.504  C95 1.440
52 H -1.203 1.184 -0.141  C98 1.140
53 C -1.188 -5.135 0.539  H10 1.139, C20 1.604, H48 1.162, C79 1.640
54 C 1.166 -7.356 2.133  O26 1.450, C38 1.627, H74 1.142, H86 1.159
55 C 1.635 7.989 -3.875  H37 1.092, O68 1.421, H90 1.091, H96 1.091
56 N 5.923 -1.266 0.651  C16 1.440, C34 1.450, C84 1.486
57 O 1.298 5.441 -4.943  P82 1.525
58 H -8.877 5.481 2.955  C33 1.092
59 H -1.108 -7.679 1.746  C38 1.141
60 O 3.125 4.745 -6.205  P82 1.721, C104 1.427
61 H 3.913 -2.155 1.316  C16 1.136
62 H 0.619 4.788 -7.216  C6 1.091
63 H 3.773 -6.480 2.240  C64 1.157
64 C 3.327 -6.861 1.242  O26 1.445, H36 1.145, H63 1.157, H92 1.151
65 H 8.166 -3.518 2.146  C19 1.137
66 H 4.698 3.946 -7.256  C104 1.091
67 H -2.586 1.192 1.515  C85 1.156
68 O 1.721 7.736 -5.271  C55 1.421, P82 1.715
69 N 0.820 -0.755 0.907  C41 1.458, C72 1.487, C102 1.460
70 H -8.717 5.377 4.718  C33 1.092
71 H 1.471 -2.304 -0.388  C41 1.159
72 C 1.736 0.387 0.648  H4 1.157, C21 1.632, N69 1.487, H105 1.160
73 H -0.122 -1.999 5.082  O22 0.982
74 H 0.987 -7.812 3.165  C54 1.142
75 H -3.119 -3.499 1.612  S113 1.388
76 H -2.731 -1.105 -1.809  C114 1.158
77 O 1.852 6.486 -7.254  C6 1.419, P82 1.638
78 H -0.079 -4.984 -2.575  C28 1.157
79 C -0.133 -6.321 0.125  H9 1.151, C38 1.612, H43 1.141, C53 1.640
80 H 1.705 4.957 -8.617  C6 1.092
81 H -3.246 3.703 3.683  C88 1.090
82 P 2.360 6.210 -5.722  O57 1.525, O60 1.721, O68 1.715, O77 1.638
83 H 2.764 0.456 -1.386  C21 1.154
84 C 5.676 -0.067 -0.191  C1 1.600, H27 1.157, H50 1.153, N56 1.486
85 C -2.762 0.177 2.038  H12 1.160, H67 1.156, C95 1.624, C99 1.605
86 H 1.323 -6.210 2.201  C54 1.159
87 I -1.398 3.176 -2.814  C112 2.213
88 C -3.746 3.885 4.634  O39 1.421, H81 1.090, H93 1.092, H109 1.090
89 H -8.394 3.947 3.718  C33 1.091
90 H 2.533 7.639 -3.364  C55 1.091
91 H 0.643 -3.918 0.726  C20 1.159
92 H 4.198 -7.297 0.627  C64 1.151
93 H -3.041 4.356 5.322  C88 1.092
94 H -3.348 1.236 -2.450  C112 1.140
95 C -2.851 0.406 3.643  O30 1.237, F51 1.440, C85 1.624
96 H 0.753 7.500 -3.461  C55 1.091
97 O -6.717 4.270 1.612  C32 1.427, P106 1.722
98 C -1.662 0.681 -1.055  H52 1.140, H101 1.156, C112 1.637, C114 1.602
99 C -1.712 -0.962 1.619  H47 1.159, C85 1.605, C102 1.591, N103 1.539
100 H 5.374 -4.217 2.610  C35 1.135
101 H -0.870 0.524 -1.883  C98 1.156
102 C -0.213 -0.519 1.913  B45 1.666, F46 1.482, N69 1.460, C99 1.591
103 N -1.973 -1.602 0.244  C44 1.510, C99 1.539, S113 1.804, C114 1.497
104 C 4.365 4.919 -6.889  H11 1.092, H13 1.093, O60 1.427, H66 1.091
105 H 1.228 1.293 0.132  C72 1.160
106 P -5.824 4.459 3.072  O18 1.526, O31 1.638, O39 1.714, O97 1.722
107 H 0.278 5.999 -8.468  C6 1.092
108 F -2.147 -3.622 -2.128  C23 1.437
109 H -4.077 2.943 5.070  C88 1.090
110 H -7.318 5.204 -0.115  C32 1.091
111 H 4.391 1.745 -0.416  C1 1.150
112 C -2.696 1.780 -1.689  H42 1.139, I87 2.213, H94 1.140, C98 1.637
113 S -3.428 -2.610 0.592  H75 1.388, N103 1.804
114 C -2.517 -0.643 -0.769  H15 1.162, H76 1.158, C98 1.602, N103 1.497
115 H 1.636 -2.589 3.001  O8 0.994

Properties
Largest force on an atom ... 0.1897 Eh/bohr
Total charge ... +1
HOMO-LUMO gap ... 5.82 eV
2S+1 ... 1
Lowest unoccupied orbital energy ... -0.144 hartree

Löwdin atomic charge list, values in e, 99 entries: -0.168 0.120 0.080 0.138 0.124 -0.107 0.129 0.080 0.113 0.099 0.081 0.132 0.083 0.107 0.131 -0.091 0.117 -0.294 -0.079 -0.129 -0.158 0.141 -0.254 0.071 0.116 -0.214 0.135 -0.014 0.083 0.109 -0.278 -0.145 -0.105 -0.067 -0.058 0.073 0.089 -0.148 -0.236 0.146 -0.108 0.062 0.079 -0.294 -0.400 -0.026 0.125 0.110 0.077 0.136 0.038 0.098 -0.186 -0.211 -0.140 -0.159 -0.312 0.086 0.113 -0.263 0.081 0.084 0.098 -0.129 0.080 0.090 0.137 -0.242 -0.102 0.095 0.130 -0.135 0.129 0.130 -0.033 0.153 -0.279 0.112 -0.190 0.086 0.067 0.718 0.121 -0.169 -0.019 0.108 0.768 -0.151 0.086 0.081 0.118 0.111 0.096 0.061 -0.269 0.082 -0.268 -0.289 -0.194